(1)
This record from OMol25 describes a 2-piece molecular cluster, CH2N2O overall in a non-equilibrium geometry. The level of theory is the ωB97M-V functional and the def2-TZVPD basis.

Atoms and positions in Å:
C: -0.02682 0.44410 0.81488
N: -0.37112 -0.69655 1.06538
N: -0.07568 -1.44301 -1.14236
O: 0.10388 -0.42680 -1.65643
H: 0.24979 1.31635 1.23443
H: 0.11994 0.80591 -0.31591

lowest unoccupied orbital energy (alpha / beta) = -0.3 / -0.7 eV
frontier orbital gap (alpha / beta) = 8.9 / 8.3 eV
ΔE to the lowest compared entry with this formula, charge and spin = 492.8 kJ/mol
highest occupied orbital energy (alpha / beta) = -9.155 / -8.933 eV

(2)
This record from OMol25 describes CH2N2O2 as an isolated structure in a non-equilibrium geometry. The level of theory is the ωB97M-V functional and the def2-TZVPD basis.

Atoms and positions in Å:
C: -1.76501 -0.17637 1.00407
N: -0.06152 0.35877 0.17570
N: 0.35198 0.09635 -0.95182
O: -2.49461 0.58144 1.42861
O: 1.65327 -0.54909 -0.94388
H: 0.35157 0.27241 1.12592
H: 1.96432 -0.58352 -1.83859

lowest unoccupied orbital energy (alpha / beta) = 1.1 / -2.8 eV
spin multiplicity = 3
frontier orbital gap (alpha / beta) = 7.9 / 7.6 eV
ΔE to the lowest compared entry with this formula, charge and spin = 386.5 kJ/mol
highest occupied orbital energy (alpha / beta) = -6.827 / -10.387 eV

Repeat the first record exactly.
This record from OMol25 describes a 2-piece molecular cluster, CH2N2O overall in a non-equilibrium geometry. The level of theory is the ωB97M-V functional and the def2-TZVPD basis.

Atoms and positions in Å:
C: -0.02682 0.44410 0.81488
N: -0.37112 -0.69655 1.06538
N: -0.07568 -1.44301 -1.14236
O: 0.10388 -0.42680 -1.65643
H: 0.24979 1.31635 1.23443
H: 0.11994 0.80591 -0.31591

lowest unoccupied orbital energy (alpha / beta) = -0.3 / -0.7 eV
frontier orbital gap (alpha / beta) = 8.9 / 8.3 eV
ΔE to the lowest compared entry with this formula, charge and spin = 492.8 kJ/mol
highest occupied orbital energy (alpha / beta) = -9.155 / -8.933 eV

Question: ΔE to the lowest compared entry with this formula, charge and spin of number 1 (CH2N2O)?
Answer: 492.8 kJ/mol